1.
Here is one molecule with the formula C5H12N2O5Si at a distorted geometry from the OMol25 dataset. Energies are from ωB97M-V with the def2-TZVPD basis set.

Output
- HOMO-LUMO gap (eV) = 9.9
- SMILES = CCC(C)(C)O[SiH]([N+](=O)[O-])[N+](=O)[O-]
- multiplicity = 1

Last column: Löwdin charge in e.
Cartesian coordinates (Å):
C1 2.419 -1.280 -0.192  -0.130
C2 0.976 -0.913 -0.282  -0.216
C3 0.689 0.649 -0.080  -0.604
C4 1.374 1.464 -1.276  0.024
C5 1.189 1.160 1.277  -0.058
O1 -0.730 0.861 -0.062  -0.221
Si1 -2.122 -0.369 0.531  0.964
N1 -3.623 0.769 0.548  -0.455
O2 -3.609 1.528 1.487  0.034
O3 -4.511 0.666 -0.271  0.053
N2 -2.616 -1.650 -0.711  -0.445
O4 -1.914 -1.901 -1.694  0.035
O5 -3.725 -2.120 -0.514  0.038
H1 2.713 -2.361 -0.420  0.098
H2 3.061 -1.142 0.795  0.117
H3 3.005 -0.684 -0.798  0.027
H4 0.346 -1.492 0.433  0.091
H5 0.617 -1.052 -1.370  0.134
H6 2.394 1.406 -1.052  0.061
H7 1.177 1.000 -2.174  0.061
H8 0.912 2.366 -1.025  0.067
H9 0.754 0.510 2.072  0.087
H10 2.269 1.254 1.533  0.081
H11 0.963 2.320 1.400  0.127
H12 -2.009 -0.991 1.845  0.030

Forces on atoms 1 to 6 (eV/Å):
2.373 -2.488 2.806
-1.256 1.476 -1.042
1.433 -1.818 0.039
-1.780 -1.777 3.894
0.291 2.199 1.042
-3.580 -2.697 0.736

2.
Here is a 2-piece molecular cluster, C2H5NO4 overall at a distorted geometry from the OMol25 dataset. Energies are from ωB97M-V with the def2-TZVPD basis set.

Output
- HOMO-LUMO gap (eV) = 11.8
- SMILES = O=CNC(=O)O.O
- multiplicity = 1

Last column: Löwdin charge in e.
Cartesian coordinates (Å):
O1 0.897 -1.020 -1.665  0.045
C1 0.808 -1.568 -0.580  -0.255
N1 -0.100 -1.160 0.378  0.141
C2 -1.062 -0.121 0.331  -0.602
O2 -1.591 0.335 1.295  0.128
O3 -1.225 0.289 -0.920  0.127
H1 1.481 -2.343 -0.243  0.137
H2 0.274 -1.393 1.310  0.163
H3 -0.622 -0.153 -1.570  0.098
O4 0.764 2.305 0.531  -0.055
H4 0.201 2.216 1.306  0.030
H5 0.175 2.612 -0.172  0.043

Forces on atoms 1 to 6 (eV/Å):
-0.081 -0.987 -0.021
-0.672 2.122 -0.659
1.204 -1.191 1.824
1.343 -0.101 -1.474
-0.195 -0.105 0.197
-0.893 0.398 -0.168

3.
Here is one molecule with the formula C21H24N4O4 at a distorted geometry from the OMol25 dataset. Energies are from ωB97M-V with the def2-TZVPD basis set.

Output
- HOMO-LUMO gap (eV) = 8.8
- SMILES = C=C(C)C(=O)N1C[C@]2(CC(c3cccc(NC(=O)/C=C\C)c3)=NO2)C[C@H]1C(N)=O
- multiplicity = 1

Last column: Löwdin charge in e.
Cartesian coordinates (Å):
C1 -6.666 -0.013 0.884  0.082
C2 -5.781 0.960 0.720  -0.282
C3 -6.098 2.242 0.005  -0.042
C4 -4.429 0.822 1.346  -0.434
O1 -4.276 0.681 2.545  0.084
N1 -3.362 0.881 0.508  0.008
C5 -2.021 0.707 1.025  -0.042
C6 -1.259 0.021 -0.108  -0.384
C7 0.267 0.153 -0.065  -0.016
C8 0.680 -1.299 0.033  -0.217
C9 2.052 -1.759 0.102  -0.157
C10 2.330 -3.123 0.207  -0.027
C11 3.641 -3.550 0.273  -0.072
C12 4.680 -2.638 0.236  -0.025
C13 4.414 -1.272 0.130  -0.208
N2 5.498 -0.396 0.096  0.120
C14 5.503 0.973 -0.028  -0.445
O2 4.486 1.633 -0.130  0.057
C15 6.874 1.521 -0.020  -0.032
C16 7.207 2.809 -0.125  -0.117
C17 6.288 3.965 -0.271  -0.082
C18 3.096 -0.837 0.064  0.049
N3 -0.318 -2.092 0.048  0.143
O3 -1.494 -1.411 -0.029  -0.090
C19 -1.943 0.579 -1.365  -0.015
C20 -3.394 0.876 -0.943  -0.171
C21 -4.373 -0.168 -1.512  -0.527
N4 -4.209 -1.406 -1.023  0.211
O4 -5.198 0.128 -2.348  0.060
H1 -7.663 0.059 0.485  0.075
H2 -6.415 -0.917 1.411  0.075
H3 -5.384 3.021 0.260  0.085
H4 -7.096 2.579 0.276  0.085
H5 -6.083 2.080 -1.073  0.073
H6 -2.057 0.107 1.938  0.143
H7 -1.569 1.679 1.256  0.144
H8 0.607 0.718 0.803  0.135
H9 0.670 0.616 -0.966  0.134
H10 1.510 -3.821 0.235  0.109
H11 3.862 -4.604 0.356  0.106
H12 5.704 -2.982 0.289  0.109
H13 6.398 -0.850 0.166  0.134
H14 7.667 0.790 0.082  0.098
H15 8.261 3.062 -0.103  0.105
H16 5.253 3.644 -0.289  0.059
H17 6.522 4.500 -1.191  0.083
H18 6.443 4.658 0.556  0.084
H19 2.899 0.217 -0.016  0.095
H20 -1.898 -0.133 -2.189  0.142
H21 -1.442 1.498 -1.668  0.130
H22 -3.712 1.851 -1.331  0.149
H23 -4.802 -2.143 -1.366  0.125
H24 -3.449 -1.638 -0.403  0.092

Forces on atoms 1 to 6 (eV/Å):
0.193 0.070 0.061
-0.351 -0.005 0.269
-0.037 -0.037 -0.166
-0.190 -0.091 0.065
-0.016 -0.041 0.210
0.488 -0.108 -0.100

4.
Here is a 2-piece molecular cluster, C4H8N3 overall at a distorted geometry from the OMol25 dataset. Energies are from ωB97M-V with the def2-TZVPD basis set.

Output
- HOMO-LUMO gap (eV) = 10.3
- multiplicity = 1
- charge = +1

Last column: Löwdin charge in e.
Cartesian coordinates (Å):
C1 1.329 0.269 0.155  -0.237
C2 -3.071 -0.031 0.061  -0.256
C3 2.729 -0.098 0.040  -0.004
C4 1.633 -0.959 -0.591  -0.026
N1 0.419 1.096 0.441  0.247
N2 -3.710 -0.971 0.476  0.231
N3 -2.226 0.890 0.038  0.114
H1 3.381 0.646 -0.533  0.160
H2 3.212 -0.683 0.867  0.150
H3 1.390 -1.792 -0.073  0.081
H4 1.154 -1.061 -1.634  0.166
H5 0.534 1.925 1.088  0.190
H6 -3.962 -1.784 0.032  0.061
H7 -2.240 1.691 -0.467  0.045
H8 -0.574 0.863 0.100  0.078

Forces on atoms 1 to 6 (eV/Å):
0.833 -0.929 0.038
0.678 -0.132 1.327
1.465 0.485 0.034
-1.952 2.842 -3.072
-0.593 0.772 0.554
0.983 3.301 0.241

5.
Here is a 2-piece molecular cluster, C8H15IS overall at a distorted geometry from the OMol25 dataset. Energies are from ωB97M-V with the def2-TZVPD basis set.

Output
- HOMO-LUMO gap (spin up / spin down) (eV) = 5.5 / 5.6
- multiplicity = 1

Last column: Löwdin charge in e.
Cartesian coordinates (Å):
C1 -2.032 -1.366 -0.767  -0.203
C2 -0.751 -2.030 -0.168  -0.169
C3 -1.856 -0.030 -1.497  -0.150
C4 0.118 -0.931 0.459  -0.215
C5 -0.966 0.926 -0.576  -0.156
C6 0.462 0.320 -0.401  -0.362
C7 1.632 1.248 1.867  -0.128
C8 1.340 1.229 0.377  -0.606
S1 1.937 2.508 -0.557  0.894
I1 4.088 -0.674 0.059  -0.277
H1 -2.483 -2.027 -1.373  0.058
H2 -2.628 -1.320 0.151  0.113
H3 -1.194 -2.759 0.573  0.127
H4 -0.130 -2.599 -0.954  0.139
H5 -1.361 -0.231 -2.424  0.109
H6 -2.677 0.616 -1.542  0.088
H7 -0.394 -0.630 1.390  0.122
H8 0.952 -1.495 0.731  0.055
H9 -1.074 1.827 -1.098  0.076
H10 -1.622 0.998 0.411  0.164
H11 0.718 0.000 -1.438  0.161
H12 2.477 1.785 2.204  0.068
H13 1.407 0.256 2.398  0.119
H14 0.859 1.820 2.250  0.066
H15 3.177 2.559 -0.076  -0.094

Forces on atoms 1 to 6 (eV/Å):
1.347 1.432 2.247
-0.430 0.274 -1.902
2.507 -0.506 3.061
-1.035 -0.815 0.446
-2.162 -1.657 0.861
-2.750 -1.366 1.367

6.
Here is a 2-piece molecular cluster, C3H5O2S2 overall at a distorted geometry from the OMol25 dataset. Energies are from ωB97M-V with the def2-TZVPD basis set.

Output
- HOMO-LUMO gap (spin up / spin down) (eV) = 3.9 / 3.9
- multiplicity = 1
- charge = -1

Last column: Löwdin charge in e.
Cartesian coordinates (Å):
C1 -2.497 0.064 0.318  -0.768
C2 -0.107 1.333 -1.553  -0.330
C3 -1.873 1.479 0.649  -0.248
O1 -3.568 0.188 0.947  0.014
O2 -1.935 -0.778 -0.323  0.057
S1 2.883 -0.063 0.202  -0.400
S2 -1.305 2.430 -0.631  0.933
H1 0.398 2.018 -2.321  0.065
H2 -0.838 0.767 -2.128  0.012
H3 0.414 0.644 -0.770  -0.002
H4 -2.347 2.070 1.432  0.061
H5 3.643 -1.311 0.265  -0.394

Forces on atoms 1 to 6 (eV/Å):
0.242 -0.273 2.335
-1.079 -0.117 0.104
-0.035 1.406 -2.031
-0.350 0.092 -0.866
0.178 -0.326 -0.870
1.084 -1.723 0.044

Energy above the lowest of the compared OMol25 structures with the same formula, charge and spin (kJ/mol)
0.0, 86.8, 303.3, 418.2, 216.8, 348.2